16
Properties=species:S:1:pos:R:3:forces:R:3:lowdin_charge:R:1 method="wB97M-V/def2-TZVPD" e_lumo_ha=0.0359 e_above_lowest_ev=1.1527 fmax_ev_per_a=0.32 e_tot_ha=-271.710254 multiplicity=1 charge=0 gap_ha=0.38863 smiles="C=CCCCO"
C 0.49871 -0.53804 1.47583 0.22 -0.09 -0.04 -0.27
H -1.38066 -0.95054 1.67219 -0.11 0.13 0.09 0.08
O -0.81570 -0.21344 1.91711 -0.05 -0.15 0.08 -0.08
H -1.93820 0.04054 -0.69440 0.06 -0.03 0.05 0.10
H 1.15001 -0.62473 2.35281 -0.02 0.01 -0.09 0.11
H 1.51295 1.34075 1.08527 -0.03 -0.10 -0.03 0.11
C -0.90903 0.09425 -1.03956 -0.14 -0.08 -0.28 -0.20
H -0.65589 1.81010 0.20178 0.06 -0.12 -0.08 0.11
H 1.82566 0.06069 -0.08630 -0.04 0.09 0.08 0.11
C 1.04188 0.52729 0.52277 0.12 0.05 0.02 -0.19
H 0.47755 -0.69758 -2.41097 0.01 -0.07 0.03 0.06
H -1.20631 -1.46911 -2.43240 0.10 0.10 0.09 0.05
C -0.03265 1.13359 -0.38899 -0.03 0.05 -0.04 -0.21
H 0.49915 -1.51636 0.97999 -0.05 0.17 0.01 0.11
H 0.45800 1.74431 -1.15680 -0.04 -0.11 0.09 0.11
C -0.52547 -0.74174 -1.99833 -0.04 0.15 0.01 0.00


16
Properties=species:S:1:pos:R:3:forces:R:3:lowdin_charge:R:1 method="wB97M-V/def2-TZVPD" e_lumo_ha=0.0307 e_above_lowest_ev=1.7162 fmax_ev_per_a=2.12 e_tot_ha=-271.689548 multiplicity=1 charge=0 gap_ha=0.34727 smiles="C=C/C=C/C.O"
H 1.37354 -4.72604 -3.06346 0.51 -0.20 1.47 0.01
C -0.27785 0.07309 0.58777 0.74 -0.05 0.15 -0.17
H -0.75751 4.05741 1.64115 0.23 -1.04 0.39 0.06
H 1.58506 -5.32336 -4.44527 0.09 -0.09 0.04 0.03
H 0.69184 -0.94292 2.21346 -0.04 0.08 0.05 0.07
H -1.02963 -1.29774 1.99197 0.22 -0.01 0.19 0.08
H 0.12844 -2.08654 1.01322 0.18 0.30 -0.56 0.06
H -0.17157 1.62126 2.08613 0.30 -0.59 0.19 0.11
C -0.07976 -1.11835 1.46614 -0.93 -0.43 0.71 -0.11
C -0.59783 3.70522 0.62516 -0.71 1.99 0.09 -0.02
O 1.10791 -4.65158 -3.95526 -0.60 0.30 -1.51 -0.04
C -0.30514 2.51190 0.15599 -0.17 -1.26 0.59 -0.19
H -0.17830 2.35425 -0.90931 -0.13 0.01 -0.04 0.10
H -0.83979 4.57241 0.01801 0.44 -0.29 -0.70 0.05
H -0.44472 -0.06582 -0.46989 0.10 -0.10 -0.22 0.10
C -0.20470 1.31681 1.04419 -0.22 1.39 -0.86 -0.14


16
Properties=species:S:1:pos:R:3:forces:R:3:lowdin_charge:R:1 method="wB97M-V/def2-TZVPD" e_lumo_ha=0.0015 e_above_lowest_ev=5.9129 fmax_ev_per_a=0.56 e_tot_ha=-271.535321 multiplicity=1 charge=0 gap_ha=0.32049
C 0.22595 -0.13600 -0.79718 -0.08 0.00 -0.02 -0.16
H 2.03769 0.39701 -1.89064 -0.13 0.07 -0.10 0.12
C -0.03545 -0.31436 1.77536 -0.18 -0.45 0.28 0.04
H 1.22336 1.40869 0.53185 -0.15 -0.11 -0.19 0.11
H -1.44844 -1.32724 2.57742 -0.05 -0.05 0.05 0.10
H -0.51901 1.72290 0.35882 0.16 -0.18 -0.17 0.11
C 0.95087 0.56518 -1.93563 0.16 -0.20 -0.38 -0.20
H -2.12375 -0.40511 1.24108 0.12 -0.10 0.15 0.07
H -1.28016 -1.97003 0.91631 0.06 0.11 0.14 0.07
O 0.60498 1.85118 -1.42132 0.12 0.28 -0.23 -0.12
H -0.81543 -0.36300 -1.04326 0.18 0.11 0.02 0.11
C 0.35492 1.27739 -0.12771 -0.06 0.10 0.19 -0.23
H 0.70035 -1.04158 -0.40196 -0.04 0.38 0.06 0.10
H 0.81488 -1.01624 1.65493 -0.18 -0.05 0.21 0.02
H 0.58893 0.40025 -2.95323 0.05 0.05 0.06 0.12
C -1.27970 -1.04905 1.51516 0.01 0.05 -0.07 -0.25